Record 1
{
  "formula": "C29H28FN2O2Pt",
  "method": "ωB97M-V with the def2-TZVPD basis set",
  "homo_ev": [-10.848, -11.693],
  "e_above_lowest_kcal_mol": 7.07,
  "e_tot_ev": -43554.2922,
  "homo_lumo_gap_ev": [7.4, 5.2],
  "max_force_ev_per_a": 0.8,
  "mol_weight_g_mol": 650.6,
  "multiplicity": 5,
  "charge": 1,
  "elements": ["Pt", "C", "C", "C", "C", "C", "C", "C", "C", "C", "C", "C", "C", "N", "C", "C", "C", "C", "C", "C", "F", "H", "H", "H", "H", "H", "H", "H", "H", "H", "H", "H", "H", "H", "H", "H", "H", "H", "H", "H", "H", "H", "C", "O", "C", "O", "H", "H", "H", "N", "C", "C", "C", "C", "C", "C", "C", "C", "C", "H", "H", "H", "H"],
  "coordinates": [[-1.81, -0.74, -0.51], [3.23, 1.39, 0.69], [1.97, 1.04, -0.10], [1.57, 2.22, -1.01], [2.13, -0.22, -0.95], [3.14, -0.26, -1.89], [3.26, -1.33, -2.76], [2.34, -2.36, -2.71], [1.31, -2.37, -1.78], [0.33, -3.53, -1.82], [0.07, -4.24, -0.48], [-0.97, -3.09, -2.49], [1.23, -1.29, -0.88], [0.23, -1.31, 0.15], [0.63, -1.53, 1.42], [1.98, -1.88, 1.74], [2.37, -2.12, 3.03], [1.45, -2.05, 4.07], [0.11, -1.75, 3.81], [-0.28, -1.50, 2.52], [-1.56, -1.24, 2.31], [3.02, 2.16, 1.43], [4.01, 1.79, 0.03], [3.65, 0.52, 1.20], [1.16, 0.89, 0.61], [2.36, 2.42, -1.73], [1.40, 3.12, -0.42], [0.66, 1.99, -1.57], [3.85, 0.56, -1.95], [4.07, -1.36, -3.49], [2.43, -3.19, -3.40], [0.78, -4.27, -2.48], [-0.59, -3.66, 0.16], [1.00, -4.42, 0.06], [-0.40, -5.20, -0.67], [-1.40, -2.24, -1.92], [-1.71, -3.90, -2.51], [-0.81, -2.73, -3.50], [2.69, -1.96, 0.93], [3.40, -2.38, 3.23], [1.76, -2.26, 5.09], [-0.63, -1.70, 4.60], [-3.58, -3.52, 0.28], [-4.42, -2.38, -0.01], [-3.83, -1.26, -0.32], [-4.41, -0.24, -0.58], [-4.23, -4.26, 0.72], [-2.80, -3.24, 0.99], [-3.14, -3.90, -0.63], [-2.14, 9.11, 0.89], [-2.09, 7.97, 0.70], [-2.03, 6.55, 0.47], [-1.67, 5.70, 1.53], [-1.58, 4.35, 1.31], [-1.85, 3.83, 0.02], [-2.23, 4.70, -1.03], [-2.31, 6.05, -0.80], [-1.71, 2.47, -0.22], [-1.58, 1.24, -0.43], [-1.48, 6.12, 2.51], [-1.32, 3.68, 2.11], [-2.45, 4.28, -2.00], [-2.60, 6.73, -1.60]],
  "lowdin_spin": [0.98, 0.00, 0.00, 0.01, 0.02, 0.00, 0.01, 0.00, 0.02, 0.00, 0.01, 0.04, 0.03, 0.53, 0.05, 0.12, 0.00, 0.17, -0.02, 0.13, 0.05, 0.00, 0.00, 0.00, 0.00, 0.00, 0.00, 0.01, 0.00, 0.00, 0.00, 0.00, 0.00, 0.00, 0.00, 0.03, 0.00, 0.00, 0.00, 0.00, 0.01, 0.00, 0.02, 0.10, 0.25, 0.34, 0.00, 0.01, 0.00, 0.06, 0.01, 0.11, -0.02, 0.08, 0.04, 0.08, -0.02, 0.27, 0.43, 0.00, 0.00, 0.00, 0.00]
}

Record 2
{
  "formula": "C29H28FN6O5Rh",
  "method": "ωB97M-V with the def2-TZVPD basis set",
  "homo_ev": [-10.606, -12.862],
  "e_above_lowest_kcal_mol": 15.12,
  "e_tot_ev": -55414.9511,
  "homo_lumo_gap_ev": [5.9, 4.8],
  "max_force_ev_per_a": 1.3,
  "mol_weight_g_mol": 662.5,
  "multiplicity": 5,
  "charge": 2,
  "elements": ["Rh", "O", "C", "C", "C", "C", "C", "C", "C", "O", "N", "N", "C", "C", "C", "C", "C", "C", "N", "H", "H", "H", "H", "H", "H", "H", "H", "H", "H", "C", "C", "N", "C", "C", "C", "O", "O", "C", "O", "C", "C", "C", "F", "C", "C", "C", "N", "C", "C", "N", "C", "C", "H", "H", "H", "H", "H", "H", "H", "H", "H", "H", "H", "H", "H", "H", "H", "H", "H", "H"],
  "coordinates": [[-3.86, -0.75, -0.11], [-4.18, 2.47, 4.08], [-4.13, 3.35, 3.13], [-4.11, 4.71, 3.49], [-4.08, 5.67, 2.53], [-4.09, 5.31, 1.16], [-4.10, 3.97, 0.78], [-4.10, 2.97, 1.74], [-4.07, 1.58, 1.35], [-3.86, 1.25, 0.11], [-4.31, 0.67, 2.28], [-4.29, -0.55, 1.75], [-4.64, -1.68, 2.45], [-4.54, -2.86, 1.71], [-4.77, -4.16, 2.20], [-4.55, -5.24, 1.39], [-4.14, -5.04, 0.06], [-3.97, -3.75, -0.40], [-4.16, -2.68, 0.38], [-4.25, 1.56, 3.68], [-4.14, 4.96, 4.55], [-4.06, 6.72, 2.80], [-4.11, 6.08, 0.40], [-4.10, 3.69, -0.26], [-4.98, -1.61, 3.47], [-5.10, -4.28, 3.22], [-4.71, -6.25, 1.76], [-3.96, -5.87, -0.60], [-3.69, -3.56, -1.43], [2.13, 0.95, -4.53], [2.03, -0.51, -4.10], [1.14, -0.68, -2.94], [-0.15, -0.95, -3.17], [-1.12, -1.01, -2.22], [-2.51, -1.40, -2.71], [-2.58, -2.04, -3.74], [-3.51, -0.97, -2.02], [-0.79, -0.80, -0.85], [-1.56, -0.89, 0.13], [0.63, -0.51, -0.60], [1.06, -0.31, 0.71], [2.39, -0.11, 0.99], [2.74, 0.04, 2.28], [3.36, -0.10, -0.02], [2.92, -0.25, -1.33], [1.57, -0.47, -1.65], [4.75, 0.06, 0.19], [5.24, 0.61, 1.46], [6.74, 0.93, 1.31], [7.07, 0.98, -0.14], [6.96, -0.39, -0.74], [5.63, -1.01, -0.27], [2.76, 1.03, -5.42], [2.54, 1.57, -3.74], [1.14, 1.33, -4.79], [3.01, -0.92, -3.87], [1.62, -1.11, -4.91], [-0.43, -1.16, -4.20], [0.33, -0.34, 1.51], [3.65, -0.18, -2.12], [5.11, -0.08, 2.30], [4.68, 1.51, 1.69], [7.37, 0.17, 1.77], [6.98, 1.89, 1.77], [7.99, 1.37, -0.31], [6.37, 1.58, -0.60], [7.81, -0.98, -0.41], [7.00, -0.29, -1.83], [5.82, -1.73, 0.54], [5.16, -1.56, -1.08]],
  "lowdin_spin": [1.42, 0.20, 0.18, 0.08, 0.05, 0.24, 0.01, 0.15, 0.07, 0.12, 0.07, 0.27, 0.37, 0.07, 0.11, 0.02, 0.14, 0.02, 0.14, 0.00, 0.00, 0.00, 0.01, 0.00, 0.02, 0.00, 0.00, 0.01, 0.00, 0.00, 0.00, 0.00, 0.00, 0.00, 0.01, 0.00, 0.08, 0.01, 0.11, 0.01, 0.00, 0.00, 0.00, 0.00, 0.00, 0.00, 0.00, 0.00, 0.00, 0.00, 0.00, 0.00, 0.00, 0.00, 0.00, 0.00, 0.00, 0.00, 0.00, 0.00, 0.00, 0.00, 0.00, 0.00, 0.00, 0.00, 0.00, 0.00, 0.00, 0.00]
}

Record 3
{
  "formula": "C29H28N2O",
  "method": "ωB97M-V with the def2-TZVPD basis set",
  "homo_ev": -5.821,
  "e_above_lowest_kcal_mol": 7.52,
  "e_tot_ev": -35552.4223,
  "homo_lumo_gap_ev": 4.1,
  "max_force_ev_per_a": 2.1,
  "mol_weight_g_mol": 420.6,
  "multiplicity": 1,
  "elements": ["C", "C", "C", "N", "C", "C", "C", "C", "C", "C", "C", "C", "C", "C", "C", "H", "H", "H", "H", "H", "H", "H", "H", "H", "H", "H", "H", "H", "H", "H", "H", "H", "H", "C", "C", "C", "C", "C", "C", "O", "C", "C", "C", "C", "C", "C", "C", "N", "C", "C", "H", "H", "H", "H", "H", "H", "H", "H", "H", "H"],
  "coordinates": [[4.10, 2.24, 4.31], [3.99, 0.71, 4.35], [2.75, 0.13, 3.66], [2.46, 0.76, 2.37], [2.07, 0.01, 1.34], [1.69, 0.51, 0.08], [1.79, -0.24, -1.07], [1.91, 0.31, -2.41], [2.64, -0.35, -3.44], [2.80, 0.23, -4.70], [2.20, 1.47, -4.98], [1.46, 2.13, -3.99], [1.33, 1.56, -2.72], [2.47, 2.22, 2.31], [3.71, 2.83, 2.95], [3.49, 2.68, 5.11], [5.14, 2.50, 4.50], [4.88, 0.28, 3.86], [3.99, 0.36, 5.39], [2.91, -0.94, 3.46], [1.89, 0.22, 4.34], [2.16, -1.08, 1.49], [1.33, 1.54, 0.01], [1.94, -1.32, -0.96], [3.06, -1.33, -3.22], [3.37, -0.29, -5.47], [2.27, 1.90, -5.99], [0.98, 3.08, -4.21], [0.77, 2.07, -1.93], [2.43, 2.55, 1.27], [1.58, 2.63, 2.83], [3.57, 3.91, 3.04], [4.55, 2.67, 2.26], [-4.07, 1.44, -2.15], [-3.83, 1.12, -0.80], [-2.89, 0.15, -0.48], [-2.18, -0.54, -1.50], [-1.33, -1.67, -1.24], [-1.53, -2.55, -0.09], [-0.57, -3.17, 0.39], [-2.93, -2.69, 0.48], [-4.08, -2.63, -0.32], [-5.36, -2.69, 0.26], [-5.49, -2.82, 1.65], [-4.34, -3.00, 2.43], [-3.07, -2.98, 1.84], [-0.30, -2.04, -2.10], [0.55, -2.43, -2.81], [-2.37, -0.14, -2.84], [-3.34, 0.81, -3.16], [-4.83, 2.18, -2.40], [-4.40, 1.62, 0.00], [-2.75, -0.14, 0.57], [-3.98, -2.48, -1.39], [-6.24, -2.61, -0.38], [-6.48, -2.80, 2.11], [-4.42, -3.17, 3.50], [-2.16, -3.13, 2.43], [-1.80, -0.67, -3.62], [-3.51, 1.05, -4.21]],
  "nbo_charge": [-0.40, -0.41, -0.21, -0.32, 0.24, -0.37, 0.07, -0.16, -0.10, -0.23, -0.16, -0.25, -0.09, -0.23, -0.41, 0.21, 0.23, 0.21, 0.23, 0.22, 0.21, 0.23, 0.22, 0.26, 0.24, 0.22, 0.22, 0.22, 0.20, 0.23, 0.21, 0.23, 0.21, -0.22, -0.22, -0.26, 0.01, -0.50, 0.54, -0.65, -0.12, -0.17, -0.22, -0.21, -0.23, -0.18, 0.34, -0.51, -0.24, -0.23, 0.20, 0.20, 0.21, 0.23, 0.21, 0.21, 0.21, 0.22, 0.22, 0.21]
}

Copy entry 3 word for word.
{
  "formula": "C29H28N2O",
  "method": "ωB97M-V with the def2-TZVPD basis set",
  "homo_ev": -5.821,
  "e_above_lowest_kcal_mol": 7.52,
  "e_tot_ev": -35552.4223,
  "homo_lumo_gap_ev": 4.1,
  "max_force_ev_per_a": 2.1,
  "mol_weight_g_mol": 420.6,
  "multiplicity": 1,
  "elements": ["C", "C", "C", "N", "C", "C", "C", "C", "C", "C", "C", "C", "C", "C", "C", "H", "H", "H", "H", "H", "H", "H", "H", "H", "H", "H", "H", "H", "H", "H", "H", "H", "H", "C", "C", "C", "C", "C", "C", "O", "C", "C", "C", "C", "C", "C", "C", "N", "C", "C", "H", "H", "H", "H", "H", "H", "H", "H", "H", "H"],
  "coordinates": [[4.10, 2.24, 4.31], [3.99, 0.71, 4.35], [2.75, 0.13, 3.66], [2.46, 0.76, 2.37], [2.07, 0.01, 1.34], [1.69, 0.51, 0.08], [1.79, -0.24, -1.07], [1.91, 0.31, -2.41], [2.64, -0.35, -3.44], [2.80, 0.23, -4.70], [2.20, 1.47, -4.98], [1.46, 2.13, -3.99], [1.33, 1.56, -2.72], [2.47, 2.22, 2.31], [3.71, 2.83, 2.95], [3.49, 2.68, 5.11], [5.14, 2.50, 4.50], [4.88, 0.28, 3.86], [3.99, 0.36, 5.39], [2.91, -0.94, 3.46], [1.89, 0.22, 4.34], [2.16, -1.08, 1.49], [1.33, 1.54, 0.01], [1.94, -1.32, -0.96], [3.06, -1.33, -3.22], [3.37, -0.29, -5.47], [2.27, 1.90, -5.99], [0.98, 3.08, -4.21], [0.77, 2.07, -1.93], [2.43, 2.55, 1.27], [1.58, 2.63, 2.83], [3.57, 3.91, 3.04], [4.55, 2.67, 2.26], [-4.07, 1.44, -2.15], [-3.83, 1.12, -0.80], [-2.89, 0.15, -0.48], [-2.18, -0.54, -1.50], [-1.33, -1.67, -1.24], [-1.53, -2.55, -0.09], [-0.57, -3.17, 0.39], [-2.93, -2.69, 0.48], [-4.08, -2.63, -0.32], [-5.36, -2.69, 0.26], [-5.49, -2.82, 1.65], [-4.34, -3.00, 2.43], [-3.07, -2.98, 1.84], [-0.30, -2.04, -2.10], [0.55, -2.43, -2.81], [-2.37, -0.14, -2.84], [-3.34, 0.81, -3.16], [-4.83, 2.18, -2.40], [-4.40, 1.62, 0.00], [-2.75, -0.14, 0.57], [-3.98, -2.48, -1.39], [-6.24, -2.61, -0.38], [-6.48, -2.80, 2.11], [-4.42, -3.17, 3.50], [-2.16, -3.13, 2.43], [-1.80, -0.67, -3.62], [-3.51, 1.05, -4.21]],
  "nbo_charge": [-0.40, -0.41, -0.21, -0.32, 0.24, -0.37, 0.07, -0.16, -0.10, -0.23, -0.16, -0.25, -0.09, -0.23, -0.41, 0.21, 0.23, 0.21, 0.23, 0.22, 0.21, 0.23, 0.22, 0.26, 0.24, 0.22, 0.22, 0.22, 0.20, 0.23, 0.21, 0.23, 0.21, -0.22, -0.22, -0.26, 0.01, -0.50, 0.54, -0.65, -0.12, -0.17, -0.22, -0.21, -0.23, -0.18, 0.34, -0.51, -0.24, -0.23, 0.20, 0.20, 0.21, 0.23, 0.21, 0.21, 0.21, 0.22, 0.22, 0.21]
}